119
Properties=species:S:1:pos:R:3:forces:R:3 method="wB97M-V/def2-TZVPD" spin_multiplicity=1 total_charge=-2 de_lowest_kj_mol=171.6 lumo_ha=0.145 max_force_ev_per_a=1.0 homo_energy_ev=-0.6 e_tot_ev=-241927.3734
Cd -0.512710 -0.931418 -0.883491 0.80 -0.62 -0.16
O 0.706803 1.183459 1.961297 -0.16 0.07 0.11
C -0.111083 1.464358 3.070001 0.23 -0.11 -0.11
C -1.490137 1.994234 2.735816 0.16 -0.17 0.09
C -2.268080 2.570587 3.738256 -0.05 0.08 0.15
C -3.549018 2.995258 3.438107 0.13 -0.08 -0.11
C -4.000489 2.830905 2.134713 -0.14 0.10 -0.04
C -3.140895 2.271530 1.204728 -0.01 -0.12 -0.08
N -1.913261 1.854585 1.492475 -0.03 0.31 -0.06
H 0.196474 0.605397 1.363416 -0.20 -0.05 0.08
H 0.401044 2.225632 3.667265 0.12 -0.05 0.01
H -0.209943 0.562619 3.688213 -0.22 0.03 0.08
H -1.860763 2.683024 4.737931 -0.03 -0.03 -0.02
H -4.178457 3.446326 4.195403 -0.01 -0.01 0.01
H -4.995914 3.138765 1.837236 0.02 -0.02 0.02
H -3.454623 2.124949 0.174553 -0.01 0.00 0.01
S 1.794522 0.087626 -1.898514 -0.57 -0.15 0.06
C 1.829422 -0.606634 -3.514883 0.22 0.17 -0.03
C 2.923370 -0.243185 -4.319195 -0.08 -0.01 -0.04
C 3.103137 -0.720229 -5.606229 0.02 -0.01 0.06
C 2.171709 -1.610916 -6.129653 -0.04 -0.01 0.01
C 1.096286 -1.998813 -5.349841 0.05 0.07 0.10
C 0.891739 -1.525373 -4.038803 0.03 -0.02 -0.21
S -0.505905 -2.152000 -3.193825 -0.14 0.14 0.48
H 3.644823 0.445834 -3.894083 -0.01 0.04 -0.02
H 3.963487 -0.408380 -6.189149 0.00 0.01 0.00
H 2.286713 -2.004261 -7.134291 -0.01 -0.01 0.00
H 0.372405 -2.706316 -5.736396 -0.01 0.01 -0.03
Cl -4.697840 0.607173 -4.734024 -0.06 0.00 -0.07
C -3.788397 1.511981 -3.503109 0.14 -0.07 0.21
Cl -2.697917 0.476849 -2.582867 -0.32 0.22 -0.21
H -4.508002 1.955147 -2.826064 -0.04 0.03 -0.01
H -3.201433 2.265983 -4.013100 -0.01 0.04 -0.04
C -0.225654 7.974415 -0.341803 0.00 -0.04 -0.01
C -1.262092 7.082605 -0.114937 0.00 0.04 -0.01
C -1.015617 5.713056 -0.129327 0.02 -0.11 0.02
C 0.261701 5.214340 -0.367553 -0.18 0.02 0.15
C 1.296279 6.123571 -0.583918 -0.01 0.04 0.00
C 1.057824 7.489426 -0.575256 -0.02 -0.01 0.01
As 0.519061 3.240658 -0.425192 0.17 0.46 -0.39
C 1.144567 3.313681 -2.286305 0.08 0.02 -0.07
C 2.429414 3.615808 -2.720696 -0.03 0.06 0.01
C 2.752678 3.535531 -4.068685 0.02 -0.01 -0.02
C 1.795747 3.159253 -4.999895 -0.04 0.02 0.03
C 0.500166 2.892556 -4.579316 0.02 0.04 0.00
C 0.180656 2.979938 -3.233198 0.02 0.01 0.04
C 2.179900 3.296248 0.610980 0.13 -0.08 0.01
C 3.300063 2.537328 0.288729 -0.05 -0.08 -0.04
C 4.382822 2.476636 1.159933 0.00 0.02 0.02
C 4.346225 3.144430 2.374654 -0.05 0.02 0.01
C 3.219689 3.887135 2.714176 0.06 -0.03 -0.02
C 2.154050 3.968663 1.833390 -0.05 -0.03 -0.08
H -0.413897 9.041712 -0.339485 0.01 0.00 0.01
H -2.263586 7.451757 0.074566 0.00 -0.02 0.00
H -1.824463 5.012855 0.055345 -0.02 0.04 0.01
H 2.300801 5.756622 -0.759227 -0.01 0.01 -0.01
H 1.873147 8.181695 -0.752698 0.00 -0.01 0.00
H 3.195832 3.892710 -2.006539 0.01 -0.05 0.00
H 3.768983 3.734899 -4.390638 -0.01 0.02 0.01
H 2.062531 3.053509 -6.043835 0.00 -0.02 -0.01
H -0.251186 2.577931 -5.293991 0.01 0.00 0.00
H -0.824171 2.744108 -2.899418 0.01 -0.12 -0.02
H 3.307009 1.947902 -0.623057 0.01 0.02 0.01
H 5.250648 1.883445 0.894097 -0.03 -0.02 -0.01
H 5.179619 3.072824 3.063957 0.01 0.01 -0.01
H 3.167146 4.384793 3.675751 0.01 0.04 -0.02
H 1.270176 4.536261 2.106435 0.03 0.03 0.04
C -1.374958 -1.146290 1.080874 0.10 -0.16 -0.10
Ge -2.026654 -2.905534 1.287173 -0.08 0.03 0.03
C -2.029102 -3.226062 3.276061 -0.07 0.27 0.04
C -3.120045 -3.326979 4.141383 0.00 -0.14 -0.09
C -2.970055 -3.283383 5.524891 0.02 -0.04 0.02
C -1.710877 -3.143989 6.089645 0.05 0.03 -0.06
C -0.601109 -3.066088 5.253672 -0.09 -0.03 -0.02
C -0.767941 -3.102841 3.875900 -0.01 -0.06 0.04
C -1.261581 -4.690166 0.671001 -0.02 0.16 -0.19
C 0.073554 -5.018788 0.922638 -0.05 -0.09 0.02
C 0.640905 -6.194016 0.447037 -0.05 0.00 0.04
C -0.120716 -7.084972 -0.300617 0.02 0.04 0.01
C -1.449101 -6.783670 -0.562153 0.00 -0.01 0.02
C -2.004955 -5.600144 -0.084251 0.01 -0.04 0.12
C -3.808680 -2.919107 0.399268 -0.04 0.04 0.04
C -5.036500 -2.701995 1.027129 0.06 -0.06 -0.03
C -6.205232 -2.510496 0.297023 0.02 -0.02 -0.01
C -6.168651 -2.518807 -1.091509 0.03 0.00 0.02
C -4.956403 -2.722863 -1.740324 -0.02 -0.01 0.02
C -3.797240 -2.921495 -1.001050 -0.03 -0.05 0.06
H -0.480665 -1.134392 1.734396 -0.01 -0.02 -0.03
H -4.118045 -3.450636 3.734617 0.03 0.04 0.04
H -3.841862 -3.351188 6.167826 -0.01 0.00 -0.03
H -1.593315 -3.083504 7.165940 0.00 -0.04 0.00
H 0.392287 -2.962098 5.677597 0.00 0.00 -0.01
H 0.106890 -3.016965 3.238640 0.00 0.06 0.01
H 0.691875 -4.330716 1.482782 0.05 0.06 -0.06
H 1.686078 -6.410501 0.646756 -0.02 0.00 0.01
H 0.322204 -7.997489 -0.685010 -0.01 0.01 0.00
H -2.052805 -7.469227 -1.148324 -0.01 0.02 -0.01
H -3.045601 -5.385091 -0.303115 0.02 -0.01 -0.02
H -5.083271 -2.667922 2.109920 -0.05 0.06 -0.05
H -7.145018 -2.345413 0.814421 0.01 0.01 0.00
H -7.076113 -2.360584 -1.664313 0.01 0.00 0.00
H -4.909603 -2.720752 -2.823666 0.02 0.02 0.01
H -2.859508 -3.079570 -1.527774 -0.03 0.03 -0.02
C 3.666426 -2.903800 -1.824137 -0.06 0.06 0.01
C 3.946698 -2.875634 -0.327941 -0.10 0.21 -0.06
S 2.796739 -1.718741 0.493305 -0.02 -0.44 0.29
O 1.455502 -2.344729 0.290765 0.38 -0.03 0.11
C 3.244957 -2.167889 2.216241 0.06 0.31 -0.17
C 4.343737 -1.250850 2.742660 -0.02 -0.05 -0.09
H 4.201144 -3.729643 -2.298165 0.02 -0.01 0.03
H 3.953039 -1.969857 -2.308353 0.00 -0.05 0.03
H 2.595197 -3.041308 -1.995179 0.06 -0.01 -0.02
H 4.969410 -2.561195 -0.093802 -0.03 -0.05 0.03
H 3.732785 -3.844986 0.127471 0.05 -0.02 0.03
H 3.510599 -3.224549 2.269533 -0.07 -0.04 -0.01
H 2.305443 -2.004410 2.746480 0.01 -0.01 0.02
H 5.276395 -1.397314 2.189736 -0.02 0.03 0.04
H 4.547752 -1.437132 3.799500 -0.02 -0.02 -0.02
H 4.042803 -0.207224 2.628467 0.03 -0.02 0.02